DFT (wB97M-V/def2-TZVPD) results for one molecule with the formula Cl3O2PS at a distorted geometry.

The geometry in XYZ format:
```
7
Properties=species:S:1:pos:R:3:forces:R:3
Cl -2.007 -0.907 1.962 0.1 0.1 0.1
O -0.694 1.504 -0.597 -1.0 0.6 0.1
S 0.594 0.933 -0.566 0.5 -1.2 -1.1
Cl -0.539 -2.732 -0.008 0.0 -0.4 -0.3
O 0.528 -0.194 0.610 0.1 -0.7 1.3
Cl 1.804 2.777 -1.305 -0.1 -0.2 0.7
P -0.114 -1.544 1.562 0.4 1.8 -0.9
```
Positions in Å, forces in eV/Å.

Values from the calculation:
2S+1: 1
Kohn-Sham gap (spin up / spin down) (eV): 7.69 / 7.69
Total charge: 0

The Mulliken scheme yields these atomic charges, measured in e: Cl -0.141; O -0.262; S 0.730; Cl -0.145; O -0.295; Cl -0.392; P 0.504


DFT (wB97M-V/def2-TZVPD) results for a 5-piece molecular cluster, C28H64BF3N7O14S4 overall at a distorted geometry.

The geometry in XYZ format:
```
121
Properties=species:S:1:pos:R:3:forces:R:3
H -2.371 3.412 -7.836 -0.3 0.1 0.3
C 6.549 -7.529 -6.557 1.1 -0.5 -0.4
S 3.617 -1.965 8.925 0.3 0.2 -0.2
C 3.680 -2.224 6.311 -0.8 -0.3 -0.8
O -6.084 7.280 5.256 -0.5 -1.2 -0.9
C -1.059 -1.833 -1.356 -1.0 1.2 -0.6
C 1.506 1.690 -3.142 3.3 0.5 0.5
H -2.927 2.189 2.879 0.7 1.5 -2.0
O 4.307 -1.690 7.471 0.1 0.0 1.3
S -4.698 2.095 -5.534 -0.4 0.7 -1.0
H 3.455 -1.459 0.119 0.9 -2.0 -1.4
O -5.610 4.828 5.468 0.3 0.7 -0.8
C -3.875 8.273 5.472 0.2 -0.1 -0.3
H 5.392 -1.574 -3.978 0.3 -1.5 2.2
H 6.512 -2.443 -2.639 -2.5 0.3 -0.8
H -3.237 0.326 -1.511 1.7 -0.6 1.1
H 7.271 -6.707 -6.607 -0.2 0.0 0.1
H -0.110 2.790 4.277 -0.5 -1.1 -1.4
O 6.331 -5.204 -4.598 -0.4 -0.9 0.3
H 0.561 1.852 -1.001 -0.6 -0.6 -2.4
H -3.189 3.938 2.202 1.5 -2.0 -0.5
H -3.174 8.713 6.186 -0.2 0.0 0.0
H -1.895 2.626 -0.232 -1.4 -0.6 1.6
H 3.684 -0.803 -2.492 1.9 -0.9 1.6
H 1.994 -1.820 5.017 0.2 0.1 0.0
H -3.747 2.869 0.068 2.1 -1.2 0.8
H -1.631 0.599 -2.968 1.8 -0.8 1.5
S -5.809 5.869 4.485 -0.4 0.6 0.3
C 4.949 -1.368 9.933 0.2 0.0 -0.1
C 0.207 1.663 -2.108 0.1 1.2 -1.3
H 1.430 -2.235 0.330 -0.2 0.5 -2.4
O -3.967 3.067 -6.621 -1.0 -0.2 1.3
C -2.849 2.562 -7.340 0.8 -0.6 -0.8
H -0.283 3.241 1.415 -1.3 -0.3 1.8
O 3.488 -3.391 9.121 -0.3 1.0 -0.3
H 4.394 -2.131 5.487 0.2 0.1 0.4
H 4.617 -1.398 10.973 -0.1 -0.1 -0.2
H -2.839 -1.882 -2.663 1.1 -0.2 1.0
O 5.704 -7.366 -3.442 0.1 1.0 -0.7
C -7.420 5.675 3.767 -0.1 0.1 0.1
F 3.298 2.438 -1.404 -0.9 -2.4 -4.7
H -4.039 1.977 -9.048 0.2 0.0 0.1
C 2.417 -1.460 5.958 -0.3 0.0 0.3
H -7.653 6.560 3.172 0.1 -0.1 0.1
H 5.220 -0.454 -1.385 -1.3 -1.8 -0.9
H -7.391 4.793 3.123 0.2 0.1 0.1
C -2.607 -0.147 -0.642 -3.0 0.1 1.0
H -3.751 -3.817 2.108 0.4 -0.5 -1.4
H -0.056 -0.474 -2.933 -1.3 1.6 1.4
S 5.479 -6.363 -4.460 0.0 -0.5 -0.5
C -3.269 -1.681 -0.559 2.0 1.2 0.1
H -4.854 6.964 6.899 -0.1 0.0 -0.2
H 1.068 1.048 4.902 0.0 -0.4 -1.1
H -4.148 9.028 4.728 0.0 -0.1 0.2
N 0.787 0.832 1.552 0.8 1.6 1.6
O -1.788 -2.081 1.772 -3.0 0.0 -1.4
H -5.570 8.567 6.746 -0.3 -0.3 -0.2
C -3.036 0.748 0.663 0.1 0.3 0.0
C -3.272 1.552 -8.392 -0.2 -0.3 0.0
O 5.356 -7.106 -5.908 -0.7 0.9 1.2
H -8.152 5.533 4.563 0.2 0.1 -0.1
H 1.653 -1.577 6.733 0.1 0.0 -0.1
H -4.438 -1.689 -0.608 2.3 0.0 -0.5
F 4.011 1.461 -3.685 -3.5 2.1 3.9
F 1.252 1.516 -4.619 0.8 0.1 4.8
O 2.578 -2.760 -1.393 -1.5 1.3 1.3
H -2.112 2.132 -6.653 -0.1 0.1 0.1
H 3.475 -3.291 6.443 0.1 0.1 0.2
H -2.530 -4.552 1.259 -1.4 0.7 -0.1
C 0.544 1.280 2.976 2.9 -1.8 4.7
C -0.948 3.225 2.377 -1.7 1.7 0.2
H 5.818 -2.015 9.799 -0.2 0.1 0.0
C -5.111 7.750 6.181 1.0 0.4 0.6
H -6.385 2.812 -4.065 0.2 -0.1 -0.2
N -0.506 2.258 3.453 2.7 -0.1 -2.5
H 3.669 -5.363 -3.346 0.2 -0.1 -0.1
H 8.012 -9.118 -6.440 -0.1 0.1 -0.1
H 6.406 -9.548 -5.799 0.1 0.1 -0.1
C 4.567 -1.305 -1.865 -0.5 -0.6 -0.6
C -2.555 2.948 2.039 0.4 0.4 -0.1
H -3.702 0.657 -7.932 0.1 0.1 -0.1
H -6.348 3.791 -5.559 0.1 -0.1 0.1
H -0.919 4.337 2.810 0.2 -2.5 -0.8
O -5.547 1.162 -6.242 1.0 0.4 0.8
H 6.282 -7.788 -7.587 -0.3 0.2 0.2
B -2.800 -2.570 0.776 0.5 -0.6 2.3
H -2.242 -2.063 2.665 1.1 -0.4 -1.3
H 5.178 -0.340 9.648 -0.1 -0.2 0.0
N -3.401 -3.957 1.113 1.4 1.7 0.7
H 4.481 -3.090 -0.297 -1.6 1.5 -0.9
H -0.044 -3.624 -1.618 0.4 1.6 0.5
C 3.794 -5.822 -4.330 -0.1 0.0 -0.2
H 1.534 0.073 1.578 -1.3 1.3 0.6
H -2.418 1.238 -8.997 0.0 0.1 0.1
H -5.117 4.057 -4.274 -0.1 -0.1 -0.1
N -2.486 -2.268 -1.753 1.7 -0.7 1.6
H 2.626 -0.389 5.870 0.1 -0.3 -0.1
N -1.131 -0.340 -0.973 -0.6 -3.0 -1.6
N 1.348 0.688 3.959 -3.5 2.5 -4.0
C 7.149 -8.748 -5.881 0.1 -0.1 0.4
O 2.499 -1.063 9.086 0.6 -0.9 -0.1
O -4.868 6.102 3.412 -0.3 -0.5 0.8
C -5.740 3.320 -4.785 0.1 0.2 0.0
H -2.553 0.411 1.674 -0.7 0.3 -2.2
H 7.484 -8.514 -4.866 0.0 0.0 -0.2
C 3.807 -2.232 -0.719 0.6 2.2 -0.5
C 5.404 -2.220 -2.977 -0.7 1.1 0.0
H -3.352 7.471 4.942 -0.1 0.1 0.1
N 0.069 -2.614 -1.315 -2.6 2.2 -0.7
H 3.135 -6.687 -4.421 0.2 0.1 0.0
H 3.592 -5.090 -5.113 0.1 -0.1 0.1
C -0.701 0.297 -2.291 0.9 0.9 -1.8
O -3.721 1.659 -4.562 -0.3 -0.2 -0.5
H -4.213 0.613 0.790 2.5 0.1 -0.4
H 1.481 -0.867 -0.965 -0.4 -2.3 -0.4
C 2.924 1.885 -2.727 -2.4 -0.9 -1.7
H -0.475 2.580 -2.439 1.5 -1.9 0.8
H 1.266 1.640 1.052 -0.9 -1.2 0.9
C 1.419 -2.034 -0.846 1.2 -0.4 2.5
H 4.762 -3.177 -3.184 1.5 1.7 0.4
C -2.764 2.357 0.504 -1.4 0.1 0.8
```
Positions in Å, forces in eV/Å.

Values from the calculation:
2S+1: 1
Kohn-Sham gap (eV): 7.09
Total charge: +1

Atomic partial charges in e from the Mulliken method, atoms 1 to 8: H 0.277; C -0.312; S 1.190; C -0.448; O -0.283; C -0.394; C 0.186; H 0.362


Number 1: energy -61785.9504 eV. Number 2: energy -121319.7814 eV.